A cluster of 9 separate species, C40H63Cl16F4N2O5P in total at a distorted geometry. Source: the Open Molecules 2025 dataset; level of theory: the ωB97M-V functional and the def2-TZVPD basis.

The geometry in XYZ format:
```
131
Properties=species:S:1:pos:R:3
C 4.34257 -2.02447 1.08559
C 3.75584 -0.66922 1.44953
O 4.00588 -0.14584 2.48847
N 2.88371 -0.09890 0.52141
C 3.28986 1.24392 0.03935
C 2.13901 2.26311 0.11623
C 1.62334 2.65123 -1.29800
C 0.10252 2.72950 -1.39403
C -0.59471 1.43631 -1.00937
C -1.28703 1.46684 0.13455
C -1.95707 0.33557 0.51216
C -1.97493 -0.78512 -0.19211
C -2.79031 -1.94530 0.30304
F -3.53329 -2.50308 -0.67860
F -3.65406 -1.63441 1.26453
C -1.89357 -3.08995 0.90058
F -0.64380 -2.67551 1.12158
F -1.93838 -4.18754 0.12430
C -1.23935 -0.84170 -1.35522
C -1.25843 -2.15535 -2.10607
C 0.00657 -3.00672 -1.74117
C 0.26159 -4.14934 -2.71613
O 0.27729 -3.80104 -4.10712
C 1.20473 -4.49589 -4.78132
C 1.96835 -3.74008 -5.82802
O 1.41901 -5.65602 -4.62198
C -0.52852 0.28888 -1.77955
P 0.51695 0.54308 -3.27755
C 2.18341 -0.22405 -3.21325
C -0.37538 0.12559 -4.82890
C -2.58314 0.73020 1.83728
O -2.96844 0.12250 2.78160
N -2.57618 2.14332 1.88878
C -3.82984 2.87607 1.86177
C -1.50572 2.59513 1.12754
O -0.91685 3.60605 1.27865
H 4.44987 -2.58528 2.01133
H 3.67318 -2.61155 0.45552
H 5.31951 -1.93840 0.61742
H 2.74098 -0.75795 -0.23290
H 4.11313 1.57946 0.67364
H 3.70607 1.16722 -0.96711
H 2.58347 3.15750 0.55364
H 1.36154 1.94314 0.80467
H 2.00479 3.65249 -1.51105
H 2.07546 2.00209 -2.03844
H -0.26377 3.02562 -2.37743
H -0.21453 3.51797 -0.71662
H -2.30113 -3.38348 1.86804
H -1.28690 -2.05669 -3.18816
H -2.09299 -2.78416 -1.81683
H -0.24423 -3.50274 -0.81147
H 0.85992 -2.37374 -1.51608
H -0.43956 -4.95257 -2.49095
H 1.24962 -4.55200 -2.48586
H 2.94731 -3.45098 -5.47690
H 1.39094 -2.84472 -6.06212
H 2.01040 -4.36359 -6.71546
H 2.22853 -1.31055 -3.25944
H 2.74157 0.18722 -4.08600
H 2.68625 0.18720 -2.34216
H -1.46373 0.12188 -4.72636
H -0.10923 0.80187 -5.63964
H -0.05417 -0.86542 -5.17224
H -4.60046 2.40419 2.45879
H -3.64706 3.83266 2.34489
H -4.18065 3.11712 0.85394
Cl 5.09090 -5.39197 -4.65547
C 4.47809 -6.93861 -5.29667
C 5.25770 -8.11826 -4.77770
Cl 6.92106 -8.16618 -5.42080
H 4.50724 -6.88736 -6.38242
H 3.43695 -7.01639 -4.98576
H 4.77199 -9.04220 -5.08715
H 5.31765 -8.10916 -3.69229
Cl 1.95445 -8.03070 1.91850
C 1.24101 -6.71223 2.88164
C 0.53743 -5.69548 2.02020
Cl 1.67460 -4.75639 1.02233
H 2.03448 -6.25617 3.46839
H 0.52755 -7.16954 3.56547
H 0.00782 -4.98221 2.65126
H -0.18366 -6.16543 1.35539
Cl -7.04343 5.32299 6.60876
C -5.33715 5.05086 6.14904
C -4.96037 5.81522 4.90559
Cl -5.77378 5.17643 3.45125
H -5.18755 3.98054 6.02272
H -4.72716 5.38211 6.98580
H -3.88988 5.73174 4.73005
H -5.20918 6.87009 4.99419
Cl -3.24438 4.97470 9.36803
C -1.54886 4.71321 8.88540
C -1.18021 5.47662 7.63992
Cl -1.99903 4.84269 6.18752
H -1.39988 3.64368 8.75694
H -0.93017 5.04826 9.71625
H -0.10986 5.38998 7.46060
H -1.42684 6.53177 7.72946
Cl 3.64705 0.89443 -5.78006
C 2.81280 1.53483 -7.22211
C 2.66033 3.03281 -7.16719
Cl 1.51879 3.53902 -5.89813
H 1.84842 1.03706 -7.30092
H 3.41352 1.25525 -8.08644
H 2.26642 3.39581 -8.11542
H 3.61237 3.52358 -6.98068
Cl -7.19570 1.15370 11.13874
C -6.66993 2.69773 10.41811
C -6.24876 2.54237 8.98033
Cl -4.74047 1.60761 8.81822
H -5.86255 3.09593 11.02810
H -7.51625 3.38020 10.47962
H -6.06270 3.52255 8.54606
H -7.01586 2.04745 8.38990
Cl -3.43602 0.46628 -3.83336
C -5.01745 -0.03656 -4.48389
C -4.93486 -1.36165 -5.19571
Cl -3.99736 -1.25238 -6.70793
H -5.37714 0.75059 -5.14188
H -5.69982 -0.11435 -3.63865
H -5.93515 -1.69718 -5.46473
H -4.47498 -2.12218 -4.56894
Cl 5.08068 3.53289 1.53666
C 6.81063 3.24069 1.23817
C 7.31821 4.01477 0.04938
Cl 6.63556 3.41103 -1.48332
H 6.95348 2.17000 1.10797
H 7.34423 3.54980 2.13560
H 8.39992 3.91151 -0.02204
H 7.07936 5.07219 0.13093
```

Calculated values
Kohn-Sham gap: 7.182 eV
SMILES: CC(=O)NCCCCc1c2c(c(C(F)(F)C(F)F)c(CCCOC(C)=O)c1P(C)C)C(=O)N(C)C2=O.ClCCCl.ClCCCl.ClCCCl.ClCCCl.ClCCCl.ClCCCl.ClCCCl.ClCCCl
E_LUMO: -0.057 eV
E_HOMO: -0.266 hartree
Net charge: 0

***

A structure of composition C40H64ClGeMgN6O2P3 at a distorted geometry. Source: the Open Molecules 2025 dataset; level of theory: the ωB97M-V functional and the def2-TZVPD basis.

The geometry in XYZ format:
```
118
Properties=species:S:1:pos:R:3
Mg -0.02203 0.00154 -0.00979
C 1.25897 -4.92392 -2.09347
C 0.90444 -4.20199 -0.79228
C 2.03098 -4.42825 0.23928
P 0.62058 -2.48583 -0.44482
C 2.12806 -1.64731 -1.68268
N 3.13210 -1.19312 -0.73699
Ge 2.56010 0.07964 0.26187
N 3.18120 1.98148 0.01794
C 2.23380 3.00711 -0.42891
P 0.65931 2.50130 -0.49585
C 1.32933 2.10696 -2.79421
C 2.84704 1.85068 -2.93326
C 1.02271 3.42078 -3.52694
C -0.81127 3.31132 -0.56354
C -0.62189 4.78975 -0.97383
C -2.14454 2.76410 -1.11506
C 4.54837 2.31725 0.04214
C 4.97315 3.62113 -0.33555
C 6.31477 3.96514 -0.38317
C 7.28953 3.03894 -0.06832
C 6.91100 1.76055 0.32647
C 5.56418 1.40243 0.38927
N 5.20374 0.08419 0.84532
C 5.48764 -1.03271 -0.00470
C 6.79399 -1.54868 -0.06149
C 7.11833 -2.62608 -0.86123
C 6.13792 -3.22890 -1.62783
C 4.83878 -2.74304 -1.58550
C 4.47124 -1.65107 -0.77854
C 5.24382 -0.13664 2.24670
C 6.47007 -0.18529 2.91927
C 6.54805 -0.45260 4.27475
C 5.38392 -0.68028 4.98636
C 4.15751 -0.62972 4.34319
C 4.03824 -0.34156 2.96134
N 2.76617 -0.24608 2.34887
C 1.62753 -0.65146 3.18907
P 0.03033 -0.00993 2.50923
C -1.10719 -1.50673 3.24710
C -2.57071 -1.18408 3.03988
C -0.79776 -2.89130 2.68919
C -0.29200 1.58153 3.24890
C -0.57152 1.52053 4.75870
C 0.88643 2.50424 2.98268
C -1.07453 -2.53206 -2.39376
C -2.25552 -3.15146 -1.70834
C -1.33478 -1.09147 -3.01638
H 1.42154 -5.99350 -1.87883
H 2.18076 -4.53669 -2.54520
H 0.45703 -4.88063 -2.83866
H -0.00715 -4.66364 -0.37725
H 2.98485 -4.01738 -0.11178
H 2.16683 -5.50643 0.42565
H 1.78202 -3.94649 1.19737
H 1.77699 -0.78684 -2.23913
H 2.48821 -2.29928 -2.48677
H 2.59354 3.67397 -1.22261
H 1.99936 3.68246 0.42854
H 0.77600 1.30878 -3.37541
H 3.43324 2.69381 -2.54100
H 3.11905 1.74482 -3.99814
H 3.20594 0.96072 -2.40913
H 1.50192 4.27709 -3.02176
H -0.06573 3.57960 -3.55824
H 1.37714 3.38740 -4.57254
H -0.83048 3.26187 0.54381
H -0.62780 4.91209 -2.06225
H 0.32090 5.20228 -0.57609
H -1.44611 5.39349 -0.56069
H -2.15845 2.78360 -2.22214
H -2.98318 3.38296 -0.73746
H -2.28522 1.63422 -0.73385
H 4.28508 4.40507 -0.59823
H 6.60247 4.96723 -0.68064
H 8.33647 3.30439 -0.10984
H 7.70214 1.07465 0.57223
H 7.58707 -1.10778 0.52332
H 8.13420 -3.00331 -0.88843
H 6.38352 -4.07534 -2.25331
H 4.14446 -3.29343 -2.19900
H 7.40350 -0.02636 2.40046
H 7.50783 -0.48677 4.77426
H 5.43472 -0.89581 6.04690
H 3.30606 -0.81505 4.97969
H 1.65480 -0.20230 4.19157
H 1.69874 -1.74402 3.29996
H -0.93058 -1.52222 4.33853
H -2.80688 -1.13338 2.00844
H -2.81826 -0.21141 3.49341
H -3.20476 -1.95280 3.51480
H -0.97492 -2.91703 1.61119
H -1.45062 -3.64217 3.16445
H 0.23728 -3.18963 2.89776
H -1.20114 1.98105 2.77022
H 0.28784 1.13968 5.32854
H -1.44151 0.88022 4.96716
H -0.80412 2.53094 5.13454
H 1.79917 2.16074 3.49190
H 0.65675 3.52943 3.31365
H 1.06502 2.49718 1.91290
H -0.86307 -3.16408 -3.27401
H -2.54842 -2.56274 -0.88898
H -2.00350 -4.16560 -1.35163
H -3.11134 -3.24052 -2.40369
H -1.56121 -0.26601 -2.19151
H -2.20012 -1.13255 -3.72493
H -0.42611 -0.78299 -3.60718
O -1.43918 1.05014 -0.00895
Cl -0.00051 0.02790 -2.42254
N -4.00337 -1.55079 0.20656
C -2.89028 -0.73915 0.20713
N -3.17327 0.53323 0.43709
O -1.68032 -1.18826 0.00672
H -4.92741 -1.19869 0.36417
H -3.87330 -2.53354 0.04269
H -4.12505 0.87642 0.59827
H -2.30128 1.24957 0.45471
```

Calculated values
Kohn-Sham gap (spin up / spin down): 5.119 / 5.107 eV
E_LUMO (spin up / spin down): 2.463 / 2.456 eV
2S+1: 2
E_HOMO (spin up / spin down): -0.098 / -0.097 hartree
Net charge: -1
Expectation value of S²: 0.753

***

> Which value of net charge does entry 2 give?

-1

***

> Among the records above, which one has the lowest net charge?

C40H64ClGeMgN6O2P3